C11H10BrF6N2O7PdS2 | the ωB97M-V functional and the def2-TZVPD basis

Geometry (Å):
Pd 0.4384 -0.1134 0.7119
F -1.0938 2.9376 1.5518
C 0.1979 3.1765 1.3722
F 0.4492 4.4387 1.7270
F 0.5077 3.0343 0.0926
S 1.1886 2.0476 2.5102
O 0.2932 1.0270 3.0008
O 1.7878 2.9283 3.4620
N 2.2300 1.4463 1.4403
S 3.1299 0.1873 1.8847
O 2.3338 -1.0066 2.0727
O 4.1403 0.4845 2.8495
C 4.0485 -0.0398 0.2958
F 4.8988 0.9710 0.1189
F 4.7533 -1.1702 0.4295
F 3.2649 -0.1417 -0.7603
Br -4.1273 2.6769 -4.9454
C -2.7284 1.4474 -4.5823
C -2.1940 0.7020 -5.6196
N -1.2114 -0.1743 -5.4367
C -0.7367 -0.3208 -4.2015
C -1.2190 0.3800 -3.1020
C -2.2485 1.2877 -3.2964
C -0.6449 0.1618 -1.7231
O 0.4097 -0.5058 -1.6315
O -1.2484 0.6864 -0.7580
H -2.5698 0.8221 -6.6294
H 0.0720 -1.0262 -4.0591
H -2.6473 1.8326 -2.4520
C -0.0456 -3.3859 2.3151
C -0.7673 -2.0526 2.1828
C -2.2472 -2.1462 2.5423
O -0.6677 -1.5937 0.8620
H -0.0932 -3.7494 3.3442
H 1.0032 -3.2869 2.0291
H -0.5165 -4.1251 1.6639
H -0.2926 -1.3245 2.8596
H -2.7414 -2.8781 1.9006
H -2.7307 -1.1811 2.3953
H -2.3757 -2.4534 3.5826

## Properties
total energy: -140380.0577 eV
LUMO level: 2.07 eV
net charge: -1
relative energy (zero: lowest compared OMol25 entry of this formula, charge and spin): 87.9 kJ/mol
HOMO level: -5.95 eV
HOMO-LUMO gap: 0.2947 Ha

What are the Mulliken partial charges on each atom? They are as follows, in elementary charge units:
1 Pd 0.62
2 F -0.23
3 C 0.70
4 F -0.26
5 F -0.21
6 S 1.07
7 O -0.56
8 O -0.62
9 N -0.59
10 S 0.94
11 O -0.60
12 O -0.58
13 C 0.68
14 F -0.23
15 F -0.24
16 F -0.18
17 Br -0.22
18 C 0.02
19 C -0.13
20 N -0.65
21 C -0.10
22 C 0.07
23 C -0.26
24 C 1.15
25 O -0.78
26 O -0.79
27 H 0.36
28 H 0.48
29 H 0.50
30 C -1.44
31 C 1.19
32 C -1.56
33 O -0.75
34 H 0.37
35 H 0.28
36 H 0.37
37 H 0.11
38 H 0.35
39 H 0.32
40 H 0.40

---

H10IO5 | the ωB97M-V functional and the def2-TZVPD basis

Geometry (Å):
I 0.0457 0.1086 0.1763
O -2.1816 -0.6570 -2.3166
H -1.6841 -0.5128 -1.5116
H -1.7622 -1.4140 -2.7255
O 0.7299 -3.0341 1.8885
H 0.7988 -2.1643 1.4951
H 0.2320 -2.8944 2.6940
O 3.2646 1.2769 1.6261
H 3.8764 1.1773 0.8967
H 2.4625 0.8489 1.3266
O -2.7126 1.5382 1.8907
H -2.1146 0.9093 1.4870
H -3.5841 1.2469 1.6226
O 1.1940 1.2029 -3.0770
H 1.0837 0.7345 -2.2495
H 0.3517 1.6333 -3.2233

## Properties
total energy: -18504.1697 eV
LUMO level: 3.35 eV
net charge: -1
relative energy (zero: lowest compared OMol25 entry of this formula, charge and spin): 15.5 kJ/mol
HOMO level: -5.13 eV
HOMO-LUMO gap: 0.3117 Ha

What are the Mulliken partial charges on each atom? They are as follows, in elementary charge units:
1 I -0.63
2 O -0.62
3 H 0.21
4 H 0.31
5 O -0.63
6 H 0.28
7 H 0.31
8 O -0.64
9 H 0.30
10 H 0.25
11 O -0.60
12 H 0.23
13 H 0.29
14 O -0.63
15 H 0.24
16 H 0.33

---

C5H8O2 | the ωB97M-V functional and the def2-TZVPD basis

Geometry (Å):
C 2.6183 0.7911 -0.1055
C -1.4251 0.0050 0.4607
C -0.6217 0.8544 -0.3964
C -0.2904 -0.5701 -0.4536
C 0.8340 -1.1617 0.2581
O 3.7583 0.7949 0.3146
O 1.4612 -2.1417 -0.4069
H 2.0983 1.4108 -0.9626
H -0.9612 0.2509 1.4819
H -2.4862 0.0907 0.3185
H -1.0111 1.1627 -1.4199
H 0.0342 1.5598 0.0592
H -0.6611 -1.0940 -1.4074
H 1.0561 -1.0252 1.2829
H 1.7501 -1.8951 -1.3053

## Properties
total energy: -9403.9109 eV
LUMO level (alpha / beta): 0.57 / 0.36 eV
net charge: 0
relative energy (zero: lowest compared OMol25 entry of this formula, charge and spin): 571.3 kJ/mol
HOMO level (alpha / beta): -7.80 / -6.88 eV
HOMO-LUMO gap (alpha / beta): 0.3076 / 0.2660 Ha

What are the Mulliken partial charges on each atom? They are as follows, in elementary charge units:
1 C 0.11
2 C -0.81
3 C -0.48
4 C 0.36
5 C -0.65
6 O -0.42
7 O -0.51
8 H 0.20
9 H 0.22
10 H 0.32
11 H 0.22
12 H 0.30
13 H 0.33
14 H 0.46
15 H 0.36

---

C4H5NO | the ωB97M-V functional and the def2-TZVPD basis

Geometry (Å):
N -0.2393 2.1172 -1.2031
C -0.5508 0.9465 -0.9983
C -0.6706 -0.4162 -0.6603
C 0.7696 -0.0738 -0.0610
C 0.0984 -0.5271 1.2361
O -1.2087 -0.6658 0.6032
H -0.8426 -1.1319 -1.4598
H 1.5285 -0.7475 -0.4736
H 0.6533 1.8164 -0.6824
H 0.4125 -1.5045 1.6314
H 0.0497 0.1867 2.0678

## Properties
total energy: -7760.3724 eV
LUMO level: 0.66 eV
net charge: 0
relative energy (zero: lowest compared OMol25 entry of this formula, charge and spin): 593.8 kJ/mol
HOMO level: -8.10 eV
HOMO-LUMO gap: 0.3218 Ha

What are the Mulliken partial charges on each atom? They are as follows, in elementary charge units:
1 N -0.59
2 C 0.21
3 C 0.35
4 C -0.83
5 C -0.29
6 O -0.39
7 H 0.39
8 H 0.23
9 H 0.50
10 H 0.22
11 H 0.22

---

C5H3ClN2O | the ωB97M-V functional and the def2-TZVPD basis

Geometry (Å):
C -0.4462 -0.0662 -0.0317
C 0.6791 -0.0144 -0.7929
C -0.0406 0.0770 1.2957
C 1.7179 0.1180 0.0946
C 3.1883 0.2374 -0.0147
N 3.8749 1.4170 0.5126
N 3.7884 1.4272 -0.6802
O 1.2469 0.2146 1.3525
Cl 4.1652 -1.1871 -0.0556
H -1.3749 -0.1687 -0.5285
H 0.8899 -0.0275 -1.8110
H -0.4715 0.2004 2.2820

## Properties
total energy: -22780.4102 eV
LUMO level: 0.47 eV
structure (SMILES): ClC1(c2ccco2)N=N1
net charge: 0
relative energy (zero: lowest compared OMol25 entry of this formula, charge and spin): 86.5 kJ/mol
HOMO level: -9.07 eV
HOMO-LUMO gap: 0.3505 Ha

What are the Mulliken partial charges on each atom? They are as follows, in elementary charge units:
1 C -0.42
2 C -0.27
3 C -0.52
4 C 0.13
5 C 0.62
6 N -0.21
7 N -0.21
8 O -0.27
9 Cl -0.21
10 H 0.42
11 H 0.51
12 H 0.43

---

C4H8N2O | the ωB97M-V functional and the def2-TZVPD basis

Geometry (Å):
C -1.0469 -0.9722 0.5559
C -0.1875 0.1491 0.0251
C -0.7053 0.9908 -1.0900
N -0.6427 1.5842 0.2191
C 1.5003 -0.4563 -0.4729
O 1.4687 -1.3417 -1.2678
N 2.2351 0.3000 0.2918
H -2.1149 -0.7546 0.4201
H -0.8202 -1.8977 0.0163
H -0.8681 -1.1422 1.6233
H -0.0106 1.4056 -1.8164
H -1.6746 0.6950 -1.4917
H -1.5543 1.5541 0.6755
H 0.9070 0.4980 0.6448
H 3.2447 0.1617 0.2466

## Properties
total energy: -9301.3523 eV
LUMO level: 0.97 eV
net charge: 0
relative energy (zero: lowest compared OMol25 entry of this formula, charge and spin): 486.4 kJ/mol
HOMO level: -9.76 eV
HOMO-LUMO gap: 0.3944 Ha

What are the Mulliken partial charges on each atom? They are as follows, in elementary charge units:
1 C -1.30
2 C 0.75
3 C -0.49
4 N -0.66
5 C 0.23
6 O -0.50
7 N -0.53
8 H 0.35
9 H 0.35
10 H 0.30
11 H 0.28
12 H 0.28
13 H 0.30
14 H 0.42
15 H 0.22

---

Copy entry 4 word for word.
C4H5NO | the ωB97M-V functional and the def2-TZVPD basis

Geometry (Å):
N -0.2393 2.1172 -1.2031
C -0.5508 0.9465 -0.9983
C -0.6706 -0.4162 -0.6603
C 0.7696 -0.0738 -0.0610
C 0.0984 -0.5271 1.2361
O -1.2087 -0.6658 0.6032
H -0.8426 -1.1319 -1.4598
H 1.5285 -0.7475 -0.4736
H 0.6533 1.8164 -0.6824
H 0.4125 -1.5045 1.6314
H 0.0497 0.1867 2.0678

## Properties
total energy: -7760.3724 eV
LUMO level: 0.66 eV
net charge: 0
relative energy (zero: lowest compared OMol25 entry of this formula, charge and spin): 593.8 kJ/mol
HOMO level: -8.10 eV
HOMO-LUMO gap: 0.3218 Ha

What are the Mulliken partial charges on each atom? They are as follows, in elementary charge units:
1 N -0.59
2 C 0.21
3 C 0.35
4 C -0.83
5 C -0.29
6 O -0.39
7 H 0.39
8 H 0.23
9 H 0.50
10 H 0.22
11 H 0.22

---

> What is the formula in the fifth record?

C5H3ClN2O

---

Repeat the first record exactly.
C11H10BrF6N2O7PdS2 | the ωB97M-V functional and the def2-TZVPD basis

Geometry (Å):
Pd 0.4384 -0.1134 0.7119
F -1.0938 2.9376 1.5518
C 0.1979 3.1765 1.3722
F 0.4492 4.4387 1.7270
F 0.5077 3.0343 0.0926
S 1.1886 2.0476 2.5102
O 0.2932 1.0270 3.0008
O 1.7878 2.9283 3.4620
N 2.2300 1.4463 1.4403
S 3.1299 0.1873 1.8847
O 2.3338 -1.0066 2.0727
O 4.1403 0.4845 2.8495
C 4.0485 -0.0398 0.2958
F 4.8988 0.9710 0.1189
F 4.7533 -1.1702 0.4295
F 3.2649 -0.1417 -0.7603
Br -4.1273 2.6769 -4.9454
C -2.7284 1.4474 -4.5823
C -2.1940 0.7020 -5.6196
N -1.2114 -0.1743 -5.4367
C -0.7367 -0.3208 -4.2015
C -1.2190 0.3800 -3.1020
C -2.2485 1.2877 -3.2964
C -0.6449 0.1618 -1.7231
O 0.4097 -0.5058 -1.6315
O -1.2484 0.6864 -0.7580
H -2.5698 0.8221 -6.6294
H 0.0720 -1.0262 -4.0591
H -2.6473 1.8326 -2.4520
C -0.0456 -3.3859 2.3151
C -0.7673 -2.0526 2.1828
C -2.2472 -2.1462 2.5423
O -0.6677 -1.5937 0.8620
H -0.0932 -3.7494 3.3442
H 1.0032 -3.2869 2.0291
H -0.5165 -4.1251 1.6639
H -0.2926 -1.3245 2.8596
H -2.7414 -2.8781 1.9006
H -2.7307 -1.1811 2.3953
H -2.3757 -2.4534 3.5826

## Properties
total energy: -140380.0577 eV
LUMO level: 2.07 eV
net charge: -1
relative energy (zero: lowest compared OMol25 entry of this formula, charge and spin): 87.9 kJ/mol
HOMO level: -5.95 eV
HOMO-LUMO gap: 0.2947 Ha

What are the Mulliken partial charges on each atom? They are as follows, in elementary charge units:
1 Pd 0.62
2 F -0.23
3 C 0.70
4 F -0.26
5 F -0.21
6 S 1.07
7 O -0.56
8 O -0.62
9 N -0.59
10 S 0.94
11 O -0.60
12 O -0.58
13 C 0.68
14 F -0.23
15 F -0.24
16 F -0.18
17 Br -0.22
18 C 0.02
19 C -0.13
20 N -0.65
21 C -0.10
22 C 0.07
23 C -0.26
24 C 1.15
25 O -0.78
26 O -0.79
27 H 0.36
28 H 0.48
29 H 0.50
30 C -1.44
31 C 1.19
32 C -1.56
33 O -0.75
34 H 0.37
35 H 0.28
36 H 0.37
37 H 0.11
38 H 0.35
39 H 0.32
40 H 0.40

---

> Among the records above, which one has the highest relative energy (zero: lowest compared OMol25 entry of this formula, charge and spin)?

C4H5NO